No. 1
Here is an isolated molecule of C20H30N4O2S from the Open Molecules 2025 dataset. Energies are from wB97M-V/def2-TZVPD.

```
57
Properties=species:S:1:pos:R:3:forces:R:3
C 3.6098 1.2758 3.9816 -0.2019 0.1661 0.0403
C 2.3150 0.5942 3.5982 0.4654 0.0463 0.0618
O 1.2249 1.1239 3.6736 -0.2855 0.2740 0.0920
N 2.4744 -0.6800 3.1745 0.0585 -0.4345 -0.1551
C 1.3708 -1.5062 2.7290 0.0227 -0.1583 0.0831
C 1.4911 -2.9285 3.2974 -0.1019 0.2131 -0.1305
C 0.2440 -3.7067 2.9829 0.1066 -0.0816 0.0409
C 0.1907 -4.5433 1.8762 0.0241 -0.0302 -0.0155
C -0.9721 -5.2284 1.5701 -0.0576 -0.0580 -0.0534
C -2.0947 -5.0843 2.3670 -0.0808 -0.0511 -0.0422
C -2.0506 -4.2497 3.4710 -0.0932 0.0249 0.0520
C -0.8885 -3.5637 3.7748 0.0116 -0.0138 -0.0243
C 1.4056 -1.5832 1.1957 -0.2216 0.1723 0.2108
O 2.2007 -2.3270 0.6438 0.3516 -0.2858 0.0679
N 0.5448 -0.8180 0.4949 -0.1153 -0.0827 -0.2802
C -0.2648 0.2896 0.9584 -0.1544 0.4524 0.1711
C 0.1768 1.5745 0.2463 -0.1803 0.0460 0.5283
N 0.1316 1.4323 -1.1945 -0.0488 0.1340 -0.2236
C -0.9768 1.8424 -1.8803 0.0914 0.0245 -0.0150
S -2.2667 2.5367 -1.1051 -0.6399 0.3157 0.3636
N -0.9742 1.6699 -3.2230 0.5083 -0.1966 0.0654
C -1.9734 2.2216 -4.1064 -0.1789 0.0857 -0.4542
C -1.4606 3.4317 -4.8991 -0.1589 0.0142 0.1903
C -1.0737 4.5695 -3.9593 0.0646 -0.1679 -0.1552
C -2.5358 3.8866 -5.8815 0.2675 -0.1760 0.0714
C 0.9810 0.3389 -1.6212 0.0436 -0.3819 -0.1216
C 0.5159 -0.9583 -0.9474 0.3037 -0.0961 -0.3326
H 4.0509 0.7727 4.8395 0.0707 -0.0391 0.0504
H 4.3166 1.2416 3.1556 0.0913 -0.0105 -0.0469
H 3.4059 2.3100 4.2420 -0.0107 -0.0007 -0.0096
H 3.3985 -1.0617 3.0448 0.0051 0.1226 0.0399
H 0.4524 -1.0467 3.0970 0.1486 -0.0585 -0.0628
H 2.3591 -3.4110 2.8447 0.0122 0.0247 0.0827
H 1.6363 -2.8613 4.3775 0.0166 0.0461 -0.0299
H 1.0642 -4.6507 1.2505 0.1014 0.0105 -0.0512
H -1.0012 -5.8782 0.7075 -0.0009 -0.0530 -0.0662
H -3.0014 -5.6211 2.1296 -0.0703 -0.0402 -0.0167
H -2.9233 -4.1335 4.0968 -0.0688 0.0072 0.0512
H -0.8573 -2.9140 4.6382 0.0099 0.0760 0.1108
H -1.3152 0.0889 0.7209 0.0431 0.0540 0.0205
H -0.1587 0.4544 2.0280 -0.0035 -0.0949 -0.0647
H 1.2064 1.8128 0.5303 0.0038 -0.0457 0.0040
H -0.4761 2.3950 0.5432 0.1833 -0.1152 -0.0230
H -0.0972 1.4507 -3.6712 -0.0345 -0.0192 0.1336
H -2.8268 2.5139 -3.4917 0.0686 -0.0841 -0.1476
H -2.2887 1.4340 -4.7997 -0.0466 0.0688 0.0234
H -0.5730 3.1234 -5.4675 -0.0197 -0.0065 -0.0054
H -0.7174 5.4263 -4.5264 0.0620 0.1112 -0.0478
H -0.2860 4.2611 -3.2751 0.0536 0.0424 0.1149
H -1.9328 4.8760 -3.3680 -0.0766 0.0513 0.0945
H -2.1798 4.7291 -6.4691 -0.0188 0.0924 -0.0784
H -2.8042 3.0815 -6.5620 -0.0904 -0.0542 -0.1126
H -3.4286 4.1952 -5.3432 -0.1479 0.0609 0.0532
H 2.0071 0.5634 -1.3115 -0.0411 -0.0598 -0.0994
H 0.9675 0.2046 -2.7017 0.0526 0.0247 0.0671
H -0.5118 -1.1784 -1.2584 0.0430 0.0222 -0.0054
H 1.1696 -1.7887 -1.2182 -0.1372 0.1118 -0.0140
```
Positions in Å, forces in eV/Å.

For the HOMO energy, the calculation gives -7.95 eV. For the frontier orbital gap, the calculation gives 8.55 eV. As for the SMILES: CC(=O)N[C@H](Cc1ccccc1)C(=O)N1CCN(C(=S)NCC(C)C)CC1. The charge is 0. The largest force on an atom is 0.0156 Eh/bohr.

Atom charges from the natural (NBO) analysis, given in e for atoms 1 to 5: number 1, C, carries -0.711; number 2, C, carries 0.686; number 3, O, carries -0.636; number 4, N, carries -0.612; number 5, C, carries -0.138

---

No. 2
Here is a structure of composition C20H30NO3PPtS from the Open Molecules 2025 dataset. Energies are from wB97M-V/def2-TZVPD.

```
57
Properties=species:S:1:pos:R:3:forces:R:3
C 4.7853 0.5017 -1.3429 -0.3828 -0.3240 0.0758
C 4.3270 1.0570 -0.1579 -1.0836 0.2510 0.4993
C 2.9470 1.1289 0.1399 -0.0798 0.0208 -0.0588
C 2.0334 0.5311 -0.7425 0.2118 -0.0027 -0.0321
C 2.5026 0.0060 -1.9629 0.0482 -0.2967 -0.4700
C 3.8757 -0.0463 -2.2494 -0.2937 0.1393 0.3643
C 2.4979 1.8128 1.4195 0.3063 -0.3794 0.0461
C 1.1370 2.5566 1.3855 1.8079 -0.8950 1.1503
N 1.2324 3.8859 0.9087 -1.7952 -0.3352 -1.0827
Pt -0.0729 0.3171 -0.3755 2.0680 -0.7871 -0.2085
C 1.4736 -0.4902 -2.9549 -1.0391 -0.0597 0.2800
P -0.0527 0.5525 -2.5588 2.9440 -0.6591 -2.2192
H 5.0021 1.4476 0.6011 0.0912 -0.0076 -0.3113
H 4.2299 -0.5296 -3.1595 -0.1537 0.2230 0.1456
H 5.8467 0.4853 -1.5339 0.0854 -0.0517 -0.1386
H 1.1852 -1.5428 -2.7788 0.2481 0.3180 0.0058
H 1.7478 -0.4008 -4.0213 -0.0152 0.1349 0.5049
H 2.4325 1.0447 2.2208 -0.0458 0.5207 -0.4513
H 3.2846 2.5227 1.7126 -0.2520 -0.1680 0.1120
H 0.3960 1.9258 0.8412 0.0381 0.8082 -0.1376
C -1.3225 0.0404 -3.6685 -1.1159 -0.2971 -0.2182
C 0.4775 2.1162 -3.2684 -0.2612 0.7815 -0.0090
H 0.7951 2.5844 2.4106 -0.3863 0.1678 0.2100
C 1.8197 4.2006 -0.3695 0.8287 0.5466 0.1188
C 0.1966 4.7786 1.3680 0.2224 0.7096 0.7565
H -1.7167 0.2913 -0.7866 -0.8451 -0.0642 0.0925
H 2.0020 5.2796 -0.3841 0.0593 -0.1889 -0.1187
H 2.7601 3.6628 -0.5145 -0.2096 -0.0202 0.0105
H 1.1347 3.9774 -1.2009 -0.0901 -0.1442 0.3346
H 0.5154 5.7983 1.1670 -0.1212 0.1076 0.0625
H -0.7637 4.6169 0.8532 0.2743 -0.2513 -0.0696
H 0.0444 4.6355 2.4458 -0.0208 0.0593 -0.3434
H 0.6693 1.9913 -4.3481 -0.1901 -0.0607 0.4228
H -0.3098 2.8632 -3.1304 0.0648 0.0419 -0.1685
H 1.3891 2.4898 -2.8060 0.0416 -0.1659 0.0407
H -0.9553 0.0325 -4.7041 0.0579 0.0821 0.3178
H -1.6942 -0.9534 -3.4237 -0.0176 -0.0494 0.0147
H -2.1552 0.7448 -3.6000 -0.0719 -0.0737 -0.1204
H -1.6820 0.9886 -0.3030 -0.3927 0.1143 0.4281
C -4.8698 -5.9811 2.4213 -0.1112 -0.2056 0.0777
C -3.8308 -4.8936 2.3541 -0.0085 -1.8512 0.0726
C -4.2266 -3.5757 2.1066 1.3517 3.6279 -0.4959
C -3.2737 -2.5234 2.0173 -3.8317 -1.8092 0.1818
C -1.8906 -2.7947 1.9510 -0.2511 -0.8542 -0.2270
C -1.4756 -4.1417 2.3684 -1.2486 -2.3827 0.3268
C -2.4625 -5.1747 2.5238 2.2861 1.5386 -0.5966
S -0.7109 -1.0111 2.1055 0.7448 -1.9364 0.9622
O -1.2268 -2.0444 0.8542 0.2698 -0.2671 1.1752
O -1.6472 0.0665 2.2062 -0.8364 1.2065 -0.1089
O 0.6030 -0.5772 1.4666 0.3653 1.2390 -1.1182
H -5.6168 -5.7782 3.2187 0.3728 -0.0292 -0.4338
H -5.4286 -6.0210 1.4614 0.2468 0.0404 0.4992
H -4.4390 -6.9843 2.6069 -0.1488 0.6472 -0.1001
H -5.2917 -3.3465 1.9752 0.4868 -0.0078 0.1933
H -3.6354 -1.5164 1.8978 -0.0065 0.1924 -0.0829
H -0.4417 -4.3942 2.5937 -0.1292 0.2537 -0.1332
H -2.1508 -6.2132 2.7433 -0.0867 0.8525 -0.0278
```
Positions in Å, forces in eV/Å.

For the HOMO energy (spin up / spin down), the calculation gives -10.32 / -13.96 eV. As for the expectation value of S²: 6.039. For the frontier orbital gap (spin up / spin down), the calculation gives 3.72 / 3.72 eV. The multiplicity is 5. The charge is +2. The largest force on an atom is 0.0825 Eh/bohr.

Atom charges from the natural (NBO) analysis, given in e for atoms 1 to 5: number 1, C, carries -0.142; number 2, C, carries -0.194; number 3, C, carries -0.065; number 4, C, carries -0.185; number 5, C, carries 0.034

---

No. 3
Here is a structure of composition C20H31CaN2O22 from the Open Molecules 2025 dataset. Energies are from wB97M-V/def2-TZVPD.

```
76
Properties=species:S:1:pos:R:3:forces:R:3
Ca -5.4437 -31.8476 -20.0224 2.3220 -0.2855 0.3752
O -3.5549 -32.5725 -20.8611 -0.7154 -0.1738 -1.1325
H -3.7958 -33.0116 -21.6999 0.3898 0.2370 0.4285
N -2.6032 -30.9149 -18.1208 1.2573 -1.9132 -2.1727
O -3.8043 -31.0214 -18.4304 -1.0658 -0.2015 0.3766
O -2.2282 -29.7585 -17.7994 1.0712 -0.7081 0.4386
O -1.8338 -31.9473 -18.3129 -1.3982 3.4703 1.4512
N -4.5303 -34.5099 -17.9497 4.9599 -0.4071 -2.6076
O -3.3403 -34.6863 -18.2310 0.4756 -0.0717 0.1685
O -5.0409 -35.1076 -17.0808 -2.9611 -3.2473 5.5630
O -5.2028 -33.7920 -18.6305 -3.3952 3.5587 -2.7080
C -10.9913 -35.4575 -19.7409 -0.3588 -0.4717 -0.4804
C -10.5737 -34.3607 -20.6999 -1.5067 1.2764 0.5838
C -10.9915 -32.9032 -20.2795 -1.4174 -0.8536 -1.0963
O -9.8546 -32.3094 -19.8213 3.1452 -0.6187 0.4049
C -8.7821 -33.0917 -20.2609 4.9317 3.7204 1.7082
O -7.5811 -32.7438 -20.1650 -5.6179 -1.7307 -0.5928
O -9.1701 -34.2155 -20.7708 -0.3462 -1.4514 -0.9866
H -11.4769 -35.0589 -18.8502 0.4609 -0.1464 0.2282
H -10.1703 -36.1506 -19.5574 0.1072 0.3170 0.4232
H -11.7340 -36.0776 -20.2430 -0.2114 0.0175 0.0382
H -11.0581 -34.5272 -21.6621 0.7904 -0.2169 -0.3169
H -11.7968 -32.8777 -19.5453 0.0946 -0.0502 0.1145
H -11.2745 -32.3109 -21.1497 -0.5782 -0.2274 -0.2727
C -8.9992 -27.8153 -24.1513 -0.5588 -0.5825 1.3695
C -8.8040 -27.7387 -22.6348 -0.0805 1.5271 -0.9801
C -9.9547 -28.1176 -21.6348 0.6403 0.8373 -0.4733
O -9.3810 -29.1906 -20.8506 0.7845 1.6432 -1.5802
C -8.0293 -29.2436 -21.2246 2.1657 -5.5420 3.6671
O -7.2719 -30.0232 -20.6056 -2.8860 3.5740 -2.4073
O -7.7218 -28.5996 -22.3320 -0.4781 -0.0936 0.7151
H -9.2335 -28.8709 -24.2888 0.0233 0.0396 -0.8827
H -8.0535 -27.5048 -24.5956 -0.2158 -0.2129 -0.2537
H -9.8193 -27.1684 -24.4628 0.0546 -0.0821 -0.1353
H -8.3852 -26.7440 -22.4826 -0.4759 0.2790 0.6722
H -10.9260 -28.2854 -22.1001 0.2546 -1.2337 -0.3584
H -10.2316 -27.2475 -21.0396 0.6621 -0.0114 0.6150
C -4.6268 -31.7291 -26.5975 0.2402 -0.6206 -0.5188
C -5.0256 -30.7101 -25.5819 -1.2973 -0.6343 -0.2273
C -6.5309 -30.3968 -25.4568 1.1769 1.0619 -0.3338
O -6.9472 -31.0905 -24.3001 -4.2967 1.0954 -2.0347
C -5.9901 -31.6130 -23.6773 4.1799 -1.7498 4.6368
O -6.0501 -32.1376 -22.5589 -0.0480 1.1030 -3.7868
O -4.8379 -31.3913 -24.4021 0.8369 -1.0691 3.6651
H -5.1766 -31.7036 -27.5383 0.5440 0.4257 -0.3140
H -4.8356 -32.7087 -26.1674 -0.1995 -0.0180 -0.0118
H -3.5377 -31.6957 -26.6271 -0.0320 -0.0549 -0.8316
H -4.4140 -29.8079 -25.5959 -0.0576 0.0160 -0.0278
H -7.0774 -30.6970 -26.3509 -0.3533 0.2743 0.3230
H -6.5297 -29.3428 -25.1790 -0.9147 0.1309 -0.5219
C -7.7566 -32.8595 -13.8911 -1.1107 1.2984 1.0387
C -7.4031 -33.0253 -15.2989 2.2469 -5.5718 2.6010
C -8.3974 -33.6715 -16.2306 0.2150 2.2720 0.4750
O -8.2461 -32.6814 -17.2649 -1.2930 -1.4639 -1.7685
C -7.1649 -31.8891 -17.0747 -0.7934 1.7868 -3.7614
O -6.7187 -31.2116 -17.9894 -0.6819 -1.1374 2.8504
O -6.9423 -31.8599 -15.7920 1.9064 2.1261 -0.3048
H -8.4657 -32.0362 -13.9766 -0.5885 0.1182 1.0488
H -6.9110 -32.5133 -13.2967 0.0433 -0.0184 -0.1340
H -8.1740 -33.7378 -13.3988 -0.1361 0.0193 -0.2864
H -6.6148 -33.7759 -15.2423 0.9255 0.2613 -0.5952
H -9.3287 -33.6084 -15.6678 -0.8209 0.0144 -0.9211
H -8.1767 -34.6871 -16.5592 0.2551 0.3028 -0.1088
C -1.7209 -26.4302 -22.4239 -0.3282 0.0081 0.4701
C -2.0166 -27.6610 -21.6147 -0.0266 0.8494 1.0892
C -2.6698 -27.3373 -20.2339 1.0625 0.5908 -0.0293
O -3.6576 -28.3473 -20.0979 0.7168 1.0328 1.3290
C -3.7862 -28.9498 -21.2388 -2.7541 -4.0689 -0.8563
O -4.5217 -29.9170 -21.4198 1.0547 2.4452 0.0491
O -3.0507 -28.4295 -22.2133 0.8787 0.2027 -0.8203
H -2.6439 -25.8544 -22.3563 0.1088 0.3560 -0.6961
H -1.3989 -26.6767 -23.4356 -0.2153 0.1461 0.0014
H -0.9362 -25.8623 -21.9240 0.0842 0.0305 -0.0536
H -1.0985 -28.2339 -21.4844 -0.2423 -0.5045 0.0293
H -3.1174 -26.3478 -20.1411 -0.5617 0.1128 -0.7328
H -1.9428 -27.2694 -19.4247 -0.0477 -1.1332 0.1661
```
Positions in Å, forces in eV/Å.

For the HOMO energy, the calculation gives -2.72 eV. For the frontier orbital gap, the calculation gives 4.34 eV. The charge is -1. The largest force on an atom is 0.1379 Eh/bohr.

Atom charges from the Mulliken analysis, given in e for atoms 1 to 5: number 1, Ca, carries 2.186; number 2, O, carries -0.900; number 3, H, carries 0.011; number 4, N, carries 0.643; number 5, O, carries -0.518

---

No. 4
Here is a cluster of 5 separate species, C20H31Cl12F4N2O in total from the Open Molecules 2025 dataset. Energies are from wB97M-V/def2-TZVPD.

```
70
Properties=species:S:1:pos:R:3:forces:R:3
C 2.1088 -3.3209 2.7646 0.5413 -0.4246 1.4221
O 1.1732 -4.0662 1.9058 0.5837 1.8894 -0.4847
C 0.6147 -3.2293 0.8308 0.1433 1.3104 0.2995
C -0.5256 -2.2150 1.4682 -0.7393 -1.0910 1.1607
C -2.0254 -2.4032 0.8355 0.1047 0.1927 -1.3628
C -3.1195 -1.2650 1.2682 -0.4163 -1.0446 -0.2371
C -3.1136 -0.8420 2.8485 -0.1785 1.0986 -0.4223
C -3.4145 0.7981 2.9641 -0.5199 -0.6331 1.2186
C -2.0764 1.6676 3.3572 -0.0672 0.3028 0.2775
C -1.5850 2.7063 2.1442 -0.4483 -0.1463 0.9303
C -1.4438 1.9250 0.7101 -0.7676 0.0752 0.6318
C -0.6155 2.7421 -0.4457 0.3643 -0.3550 1.2100
C 0.9891 2.5502 -0.1147 3.0687 -2.6090 0.7323
C 1.7109 1.1206 0.2496 0.6386 6.5031 -0.7862
N 3.1343 1.5677 0.4962 0.0299 1.7353 -1.2170
C 4.2797 0.6312 0.9244 0.8045 -1.0603 -0.0040
F 5.5652 1.1828 0.3599 -4.2669 -1.8877 1.7781
F 4.0741 -0.7754 0.4844 0.5683 5.1194 1.2095
C 4.3419 0.7559 2.5889 -0.3678 -1.0015 1.4710
F 2.9528 0.6427 3.1693 4.0919 0.0204 -2.0554
F 5.1818 -0.2930 3.2208 -2.8251 3.4979 -2.3146
C 3.4441 3.0505 0.3066 -5.5603 -2.9174 -0.6209
N 2.0755 3.6177 -0.0659 2.3869 -4.6563 1.2790
H 2.2693 -3.9822 3.7436 -0.4488 1.3707 -2.2489
H 1.7142 -2.2847 3.1415 0.4584 -1.8350 -0.9115
H 3.1788 -3.1643 2.3071 -2.0965 -0.3278 0.4139
H 1.4833 -2.5608 0.4096 -1.4491 -1.2453 0.5206
H 0.2121 -3.8842 -0.0528 0.6864 1.0852 2.0258
H -0.1845 -1.0932 1.4690 -0.7070 -1.9710 -0.1910
H -0.6111 -2.5244 2.6182 0.3387 0.7372 -2.4498
H -1.8967 -2.3074 -0.3478 -0.3698 -0.2624 2.3933
H -2.4888 -3.4847 0.9993 1.3461 2.2430 -0.0257
H -3.0289 -0.3608 0.5125 -0.0162 -1.7602 1.9318
H -4.1941 -1.7390 1.0534 2.3886 1.1142 0.3772
H -2.1039 -1.0078 3.4146 -1.8324 0.0578 -1.2778
H -3.9436 -1.4546 3.4028 1.6187 1.2542 -1.0402
H -3.9374 1.2046 1.9995 1.0312 -0.7891 1.7832
H -4.1988 0.9103 3.8538 1.6894 -0.0259 -1.9758
H -1.1850 0.9530 3.6858 -1.8325 1.4077 -0.9260
H -2.3425 2.2870 4.3425 0.7219 -1.1119 -2.3221
H -0.5760 3.1975 2.5066 -1.8741 -0.9422 -0.9163
H -2.4114 3.5600 2.0953 1.8497 -1.7467 -0.1503
H -0.9896 0.8630 0.9402 -0.8169 2.0896 -0.7337
H -2.5462 1.7589 0.3002 2.4578 0.2950 0.7412
H -0.8710 3.8794 -0.3279 0.5161 -2.1513 -0.5320
H -0.9381 2.2928 -1.5015 1.1456 1.2000 2.5294
H 1.2842 0.0277 0.3133 1.2467 2.4428 -0.0436
H 4.6971 1.8561 2.8334 -0.4662 -2.5686 -0.2063
H 4.4817 3.5904 0.4313 -2.4826 -1.3198 -0.3422
H 1.9944 4.6431 -0.2440 -0.2729 -1.3470 0.1429
C -0.8540 2.3173 -5.1493 -0.1130 -0.1942 -0.6403
Cl 0.4152 1.8558 -6.2964 -0.5107 0.1713 0.3440
Cl -2.0339 1.0080 -4.9671 0.1447 0.2501 0.0693
Cl -0.1495 2.7426 -3.5801 0.0054 0.0809 -0.3859
H -1.3719 3.1953 -5.5436 0.1877 -0.2712 0.2020
C 1.5873 -5.7011 -2.5636 0.0635 -0.1488 -0.0897
Cl -0.0103 -4.9924 -2.8556 0.1226 -0.0773 0.0758
Cl 2.3721 -6.1188 -4.0963 -0.1333 0.0368 0.2598
Cl 2.6004 -4.5875 -1.6292 -0.0303 -0.1656 -0.0955
H 1.4565 -6.6176 -1.9827 0.0445 0.3352 -0.1840
C -6.2877 -1.0755 -1.6037 -0.1533 -0.1033 -0.0938
Cl -5.2417 -1.7903 -2.8424 -0.1223 0.1207 0.1364
Cl -6.9433 -2.3331 -0.5416 0.0916 0.2173 -0.1481
Cl -5.3990 0.1336 -0.6613 -0.3079 0.1077 -0.2525
H -7.1224 -0.5772 -2.1034 0.3003 -0.1710 0.1802
C 4.1791 2.9195 -5.9147 0.1911 0.0249 -0.2185
Cl 3.1206 3.1159 -4.5073 0.1826 -0.0014 0.0152
Cl 3.4657 1.7879 -7.0766 0.4122 0.1038 0.1044
Cl 4.4903 4.4858 -6.6824 -0.0266 -0.2590 0.1631
H 5.1324 2.5076 -5.5737 -0.3479 0.1315 -0.1230
```
Positions in Å, forces in eV/Å.

For the HOMO energy, the calculation gives -11.73 eV. For the frontier orbital gap, the calculation gives 7.13 eV. The charge is +1. The largest force on an atom is 0.1280 Eh/bohr.

Atom charges from the natural (NBO) analysis, given in e for atoms 1 to 5: number 1, C, carries -0.289; number 2, O, carries -0.554; number 3, C, carries -0.072; number 4, C, carries -0.451; number 5, C, carries -0.420